22
Properties=species:S:1:pos:R:3 method="wB97M-V/def2-TZVPD" homo_lumo_gap_ev=8.7 lumo_ev=0.5 multiplicity=1 smiles=Cc1ccc(S)c2ccccc12
C -1.571 -0.329 2.422
C -0.185 -0.265 2.572
C -2.119 -0.248 1.171
C 0.609 -0.057 1.477
C -1.336 -0.107 0.006
C 0.106 0.062 0.166
C -1.954 -0.167 -1.286
C -1.057 -0.041 -2.320
C 0.347 0.207 -2.135
C 1.033 0.307 -0.929
C 2.464 0.688 -0.811
S -4.004 -0.434 -1.608
H -2.199 -0.460 3.290
H 0.258 -0.378 3.550
H -3.192 -0.302 1.053
H 1.678 -0.017 1.616
H -4.104 -1.414 -0.714
H -1.394 -0.116 -3.346
H 0.904 0.326 -3.057
H 2.656 1.175 0.142
H 2.713 1.380 -1.614
H 3.113 -0.183 -0.898


23
Properties=species:S:1:pos:R:3 method="wB97M-V/def2-TZVPD" homo_lumo_gap_ev=10.0 lumo_ev=0.7 multiplicity=1 smiles="C=C[C@H]1C[C@@]1(Br)c1ccccc1"
C -0.970 -0.330 -2.971
C 0.320 0.024 -2.786
C -1.841 -0.332 -1.920
C 0.672 0.483 -1.548
C -1.554 0.157 -0.694
C -0.244 0.508 -0.509
C -0.132 -0.726 2.606
C 0.536 0.583 2.155
C 0.103 -1.707 1.805
C 1.689 0.852 1.125
C 0.289 1.097 0.799
Br 0.016 3.051 0.851
H -1.190 -0.904 -3.831
H 0.920 -0.250 -3.565
H -2.692 -1.001 -2.176
H 1.665 0.586 -1.187
H -2.207 -0.121 0.174
H -0.519 -0.555 3.515
H 0.506 1.300 2.939
H -0.228 -2.739 1.931
H 0.701 -1.466 0.999
H 2.263 1.697 1.371
H 1.897 -0.207 0.918


29
Properties=species:S:1:pos:R:3 method="wB97M-V/def2-TZVPD" homo_lumo_gap_ev=8.2 lumo_ev=0.3 multiplicity=1
C -1.788 -2.402 0.005
C -2.430 -1.063 0.001
N -3.768 -0.893 0.000
N -4.220 0.316 -0.003
S -3.006 1.429 -0.004
C -1.787 0.165 -0.001
N -0.499 0.442 -0.001
C -0.272 1.761 -0.002
O -1.197 2.605 -0.004
N 1.013 2.228 -0.001
C 2.229 1.567 -0.001
C 2.339 0.177 -0.009
C 3.583 -0.423 -0.009
C 4.723 0.361 -0.001
C 4.637 1.742 0.007
C 3.393 2.340 0.007
H 3.321 3.418 0.013
H 5.532 2.345 0.013
Br 6.439 -0.472 -0.002
H 3.665 -1.499 -0.016
H 1.440 -0.415 -0.015
H 1.057 3.239 0.001
C -4.706 -1.985 0.001
H -4.567 -2.603 0.889
H -4.569 -2.603 -0.887
H -5.707 -1.560 0.002
H -0.711 -2.267 0.003
H -2.071 -2.971 0.891
H -2.073 -2.977 -0.877


28
Properties=species:S:1:pos:R:3 method="wB97M-V/def2-TZVPD" homo_lumo_gap_ev="6.0 / 6.0" lumo_ev="-10.2 / -10.1" multiplicity=1 charge=+2
Cl 0.407 1.747 -3.282
C -2.170 -0.389 0.096
C -1.615 -1.651 0.525
C -1.172 -2.373 -0.642
H -1.717 -2.020 1.560
C -1.411 -1.548 -1.804
C -2.018 -0.313 -1.340
H -2.290 0.541 -1.956
H -2.870 0.207 0.689
H -0.511 -3.247 -0.598
C -0.669 -1.615 -3.094
Ce 0.216 -0.207 -0.568
C -0.157 0.922 2.340
C 0.429 2.531 -1.069
O 0.099 1.421 3.329
O 0.766 3.613 -0.793
H 0.329 -2.095 -2.953
H -0.488 -0.580 -3.490
H -1.243 -2.195 -3.833
N 3.100 1.239 0.983
C 4.379 0.952 1.293
C 4.577 -0.410 1.038
C 3.338 -0.873 0.579
N 2.416 0.142 0.518
H 2.659 2.142 1.098
H 5.073 1.723 1.648
H 5.513 -0.999 1.152
H 3.045 -1.858 0.298


28
Properties=species:S:1:pos:R:3 method="wB97M-V/def2-TZVPD" homo_lumo_gap_ev=8.6 lumo_ev=0.6 multiplicity=1 smiles="O=C1Nc2ccc(Cl)c(Cl)c2N2CCNC[C@H]12"
O 1.989 -2.310 1.711
Cl -4.835 1.663 -0.083
Cl -2.142 2.093 -1.433
C 1.112 -1.535 1.311
C -3.625 -0.359 1.279
C -2.539 -1.139 1.653
C -3.456 0.616 0.344
C -2.178 0.755 -0.327
C -1.249 -1.023 1.134
C -0.996 0.000 0.125
N -0.224 -1.899 1.517
N 3.052 0.702 -1.193
N 0.317 0.284 -0.284
C 1.950 0.991 -2.150
C 0.685 1.273 -1.411
C 2.724 -0.440 -0.311
C 1.496 -0.192 0.541
H -4.479 -0.476 1.900
H -2.718 -1.870 2.375
H -0.436 -2.485 2.349
H 3.249 1.595 -0.664
H 2.273 1.807 -2.849
H 1.638 0.178 -2.750
H -0.062 1.028 -2.216
H 0.588 2.240 -1.054
H 3.610 -0.786 0.149
H 2.490 -1.237 -1.002
H 1.767 0.526 1.340


28
Properties=species:S:1:pos:R:3 method="wB97M-V/def2-TZVPD" homo_lumo_gap_ev="6.7 / 5.4" lumo_ev="-7.1 / -12.0" multiplicity=6 charge=+2 s2=8.77
Cl -2.796 0.414 -1.761
C 0.591 -2.411 -1.338
C 1.776 -1.640 -0.972
C 1.584 -0.299 -1.421
H 2.648 -2.024 -0.450
C 0.311 -0.211 -2.076
C -0.310 -1.515 -2.008
H -1.301 -1.717 -2.382
H 0.445 -3.463 -1.135
H 2.291 0.529 -1.297
C -0.259 0.996 -2.693
Ir -0.181 -1.058 0.096
C 0.134 -2.014 1.735
C -1.996 -0.998 0.602
O 0.325 -2.509 2.764
O -3.080 -0.932 0.974
H 0.072 1.903 -2.189
H -1.375 0.942 -2.545
H -0.070 1.041 -3.769
N -0.612 0.727 2.451
C -0.285 1.860 3.084
C 0.633 2.508 2.276
C 0.819 1.721 1.154
N 0.047 0.627 1.306
H -1.299 0.061 2.781
H -0.688 2.129 4.046
H 1.119 3.431 2.472
H 1.456 1.901 0.296


25
Properties=species:S:1:pos:R:3 method="wB97M-V/def2-TZVPD" homo_lumo_gap_ev=9.4 lumo_ev=0.5 multiplicity=1
C -2.362 2.270 -0.746
C -1.788 2.021 -2.001
C -2.190 1.333 0.245
C -1.058 0.880 -2.216
C -1.478 0.076 0.068
C -0.971 -0.075 -1.213
C 2.692 -0.386 -1.393
C 1.623 -0.907 -1.445
C 3.215 2.204 -1.510
C 0.128 -0.384 1.703
C -1.351 -0.701 1.334
O 2.363 2.889 -1.225
S 0.030 -1.559 -1.491
I 2.077 -4.777 0.955
H -2.701 3.277 -0.591
H -1.836 2.833 -2.710
H -2.422 1.596 1.247
H -0.593 0.639 -3.212
H 3.794 -0.241 -1.345
H 2.829 -3.383 0.879
H 0.335 -0.847 2.654
H 0.102 0.668 1.816
H 0.783 -0.580 0.894
H -2.044 -0.302 2.132
H -1.342 -1.755 1.156


31
Properties=species:S:1:pos:R:3 method="wB97M-V/def2-TZVPD" homo_lumo_gap_ev=7.8 lumo_ev=2.6 multiplicity=1 charge=-1
N -0.870 4.262 1.167
O 3.555 -0.573 0.901
O 0.471 -3.366 -0.499
O -1.586 1.819 -0.888
O -1.891 0.274 0.946
O 3.317 -0.498 -1.318
C -0.264 3.438 1.722
O -3.488 -1.551 0.019
C 2.850 -0.612 -0.157
C 0.053 -2.423 -1.159
C 0.497 2.387 2.326
C 0.928 1.241 1.693
N 0.547 -1.144 -1.169
C 1.458 1.883 -0.676
C -2.331 -2.430 -0.161
C 1.302 -0.588 -0.023
C 0.732 0.855 0.214
C -1.395 -2.069 -1.355
C -0.784 -0.654 -1.462
S -1.037 0.668 -0.201
H -3.201 -0.792 0.574
H 0.762 2.536 3.359
H 1.559 0.557 2.278
H 2.477 2.118 -0.349
H 0.891 2.845 -0.690
H 1.567 1.490 -1.701
H -2.719 -3.453 -0.355
H -1.753 -2.419 0.776
H 1.102 -1.182 0.890
H -1.903 -2.434 -2.271
H -0.846 -0.187 -2.430


Values of largest force on an atom, in order: 3.83, 5.26, 1.13, 5.00, 3.83, 7.59, 4.28, 4.99, all in eV/A.